No. 1
C17H12BiNO5S as an isolated structure. Source: OMol25; level of theory: ωB97M-V with the def2-TZVPD basis set.

Calculated values
- Energy: -46204.2328 eV
- E_HOMO: -0.5495 hartree
- Net charge: +2
- 2S+1: 1

Positions of all 37 atoms, in Å:
O (0.083271, 5.376358, -2.789467)
C (0.183865, 4.547311, -3.578800)
Bi (0.165082, -0.448681, -3.367386)
C (0.173034, -3.067082, -3.079758)
O (0.074567, -4.202709, -3.159458)
C (0.065490, -1.708365, -6.397873)
O (0.057789, -1.250784, -7.479768)
C (2.617093, -0.474144, -3.354481)
O (3.623967, 0.034651, -3.220591)
C (-2.344904, -0.578582, -3.366928)
O (-3.332449, -0.077323, -3.039160)
H (0.306481, 1.218428, -3.992894)
N (0.263062, -0.163475, -0.952322)
S (-0.869065, -0.101485, 0.241212)
C (-0.373832, -1.386086, 1.386768)
C (-1.164075, -2.544680, 1.466109)
C (-0.745497, -3.585344, 2.308525)
C (0.453040, -3.404328, 3.032234)
C (1.227884, -2.236214, 2.964396)
C (0.794714, -1.192363, 2.128368)
C (-0.542245, 1.397077, 1.118220)
C (0.242108, 2.424740, 0.596596)
C (0.516651, 3.516564, 1.433489)
C (-0.074950, 3.575353, 2.698845)
C (-0.940996, 2.575586, 3.176438)
C (-1.201222, 1.484073, 2.350698)
H (1.150902, -0.403407, -0.480437)
H (-2.033268, -2.617945, 0.802317)
H (-1.383187, -4.469692, 2.408046)
H (0.736315, -4.165065, 3.756135)
H (2.127871, -2.078583, 3.574952)
H (1.364212, -0.272616, 1.987990)
H (0.675821, 2.239118, -0.379731)
H (1.185303, 4.282663, 1.038109)
H (0.130152, 4.456947, 3.299843)
H (-1.399752, 2.638837, 4.161498)
H (-1.813236, 0.661247, 2.708282)

Atoms 1-3, force components in eV/Å:
0.2789 -2.2260 -2.1502
-0.2787 2.2024 2.1688
-0.0824 0.8095 1.0583

Results of the natural (NBO) charge analysis, in e, for atoms 1 through 5: atom 1 (O): -0.48, atom 2 (C): 0.48, atom 3 (Bi): 1.28, atom 4 (C): 0.46, atom 5 (O): -0.37

No. 2
C17H12Cl3F3NO6Rb as an isolated structure. Source: OMol25; level of theory: ωB97M-V with the def2-TZVPD basis set.

Calculated values
- Energy: -77978.1764 eV
- E_HOMO: -0.0112 hartree
- Net charge: -2
- 2S+1: 1

Positions of all 43 atoms, in Å:
Rb (2.159885, 1.783247, -0.235207)
O (-0.834192, -1.596548, -2.568184)
C (0.050927, -0.648018, -2.196947)
O (0.218174, -0.360773, -1.042575)
C (0.745653, 0.004995, -3.353631)
C (0.568914, -0.414426, -4.665284)
C (1.253423, 0.284388, -5.649404)
C (2.046169, 1.359896, -5.293553)
C (2.141806, 1.731972, -3.949452)
N (1.511644, 1.036810, -3.010933)
C (2.969564, 2.995251, -3.535118)
O (3.710602, 3.431818, -4.427589)
O (2.740780, 3.394155, -2.379849)
H (-1.279589, -1.886030, -1.755576)
H (-0.077812, -1.247262, -4.898032)
H (1.159287, -0.007581, -6.689096)
H (2.603267, 1.946279, -6.010581)
Cl (-0.257350, 3.308547, 4.473461)
C (0.530600, 2.526043, 3.106066)
Cl (0.264541, 3.498743, 1.624829)
H (0.052653, 1.565223, 2.948278)
H (1.605998, 2.460609, 3.242175)
Cl (-5.573117, 0.341834, 1.781915)
C (-4.866744, -1.222711, 2.215594)
C (-5.737903, -2.215869, 2.587577)
C (-5.277638, -3.484017, 2.938823)
C (-3.887815, -3.683245, 2.893844)
C (-3.019886, -2.691219, 2.521051)
C (-3.438002, -1.359237, 2.136293)
C (-2.554381, -0.380295, 1.749189)
H (-6.796547, -1.980812, 2.597691)
H (-5.962408, -4.267076, 3.236764)
H (-3.470367, -4.650237, 3.162467)
H (-1.955084, -2.900302, 2.507620)
H (-2.910405, 0.582428, 1.416988)
H (-1.504466, -0.630338, 1.659398)
F (5.674553, -0.557143, 2.745833)
C (5.264103, 0.240066, 1.731077)
F (6.261760, 1.114021, 1.520112)
F (5.205425, -0.538819, 0.631319)
C (3.870641, 0.895870, 2.033767)
O (3.866149, 2.117506, 2.243008)
O (2.927190, 0.102259, 1.955873)

Atoms 1-3, force components in eV/Å:
-0.0154 -0.0642 -0.1367
0.0256 -0.0045 -0.1619
-0.2380 -0.0957 0.2714

Results of the natural (NBO) charge analysis, in e, for atoms 1 through 5: atom 1 (Rb): 0.95, atom 2 (O): -0.70, atom 3 (C): 0.76, atom 4 (O): -0.57, atom 5 (C): 0.06

No. 3
C17H12CoNO5S as an isolated structure. Source: OMol25; level of theory: ωB97M-V with the def2-TZVPD basis set.

Calculated values
- Energy: -78001.3788 eV
- E_HOMO (alpha / beta): -0.4077 / -0.4427 hartree
- Net charge: +1
- 2S+1: 4

Positions of all 37 atoms, in Å:
O (-0.807892, -3.447476, -2.737024)
C (-0.110792, -2.534776, -2.722324)
Co (0.992008, -1.048376, -2.718424)
O (2.958308, -2.404676, -0.901624)
C (2.205108, -1.883476, -1.598224)
C (2.023708, 0.503324, -2.787824)
O (2.656208, 1.456224, -2.831124)
C (-0.387492, -0.065776, -4.006824)
O (-0.220992, 1.015424, -4.509024)
C (1.734008, -1.590876, -4.327424)
O (2.193208, -1.955276, -5.316124)
H (-1.331092, -0.624776, -4.213424)
N (0.276408, -0.433276, -1.000324)
S (-1.128792, 0.188624, -0.554824)
C (-1.188292, -0.797576, 1.020476)
C (-2.334692, -1.556076, 1.319576)
C (-2.410392, -2.304276, 2.508676)
C (-1.346192, -2.307476, 3.412976)
C (-0.207192, -1.556176, 3.140276)
C (-0.126192, -0.807276, 1.964876)
C (-0.432292, 1.642824, 0.343676)
C (0.881008, 2.121224, 0.137176)
C (1.399508, 3.164124, 0.904176)
C (0.618308, 3.759724, 1.890076)
C (-0.688392, 3.315124, 2.103776)
C (-1.211492, 2.265224, 1.336876)
H (0.993308, -0.436976, -0.267924)
H (-3.171692, -1.568176, 0.635776)
H (-3.295692, -2.882976, 2.733676)
H (-1.400992, -2.885776, 4.328476)
H (0.620908, -1.550176, 3.841376)
H (0.777008, -0.233476, 1.821976)
H (1.532508, 1.686824, -0.590324)
H (2.416808, 3.498424, 0.739376)
H (1.029808, 4.561324, 2.490076)
H (-1.289792, 3.776624, 2.875576)
H (-2.217792, 1.920124, 1.533876)

Atoms 1-3, force components in eV/Å:
1.6379 1.9750 0.0536
-3.5824 -4.1000 0.1573
0.5474 -0.4798 -0.8828

Results of the natural (NBO) charge analysis, in e, for atoms 1 through 5: atom 1 (O): -0.42, atom 2 (C): 0.56, atom 3 (Co): 0.18, atom 4 (O): -0.42, atom 5 (C): 0.57

No. 4
An isolated ion of composition C17H12F3N2O4S and charge -1. Source: OMol25; level of theory: ωB97M-V with the def2-TZVPD basis set.

Calculated values
- Energy: -47978.1761 eV
- E_HOMO: -0.1398 hartree
- Net charge: -1
- 2S+1: 1

Positions of all 39 atoms, in Å:
N (-5.392970, -0.112147, 3.968951)
C (-4.299576, -0.147769, 3.550835)
C (-2.965301, -0.185268, 3.055197)
C (-2.442738, -1.373878, 2.531085)
C (-1.132919, -1.436327, 2.082141)
C (-0.316049, -0.302253, 2.037535)
C (1.176600, -0.450233, 1.641945)
C (2.140531, 0.416613, 2.372567)
N (3.235539, -0.044942, 2.982157)
O (4.065404, 0.760739, 3.514218)
O (3.447902, -1.284264, 3.111248)
C (1.327095, -0.310088, 0.104441)
C (0.469073, -1.170894, -0.877566)
C (-0.707944, -0.588321, -1.336694)
C (-1.429890, -1.249639, -2.338068)
C (-1.004132, -2.491744, -2.849633)
C (0.072801, -3.161729, -2.266545)
C (0.819416, -2.485126, -1.297441)
S (3.042901, -0.496647, -0.631148)
O (2.977085, -0.798760, -2.010209)
O (3.902655, -1.096381, 0.333996)
C (3.399189, 1.347653, -0.634202)
F (4.709770, 1.484041, -0.817765)
F (3.085360, 2.048663, 0.514351)
F (2.723485, 1.936180, -1.624567)
C (-0.866878, 0.899328, 2.475973)
C (-2.215190, 0.979172, 2.894743)
H (-3.066987, -2.273462, 2.490740)
H (-0.704090, -2.407809, 1.840577)
H (1.581713, -1.517623, 1.721980)
H (1.960633, 1.468135, 2.376955)
H (1.110834, 0.803659, -0.235625)
H (-0.954890, 0.423941, -0.935736)
H (-2.290138, -0.718793, -2.763652)
H (-1.584543, -2.986842, -3.619926)
H (0.353056, -4.190429, -2.570165)
H (1.714698, -3.022040, -0.898885)
H (-0.259174, 1.810745, 2.551502)
H (-2.644615, 1.957989, 3.147397)

Atoms 1-3, force components in eV/Å:
2.2594 -0.0931 -0.8622
-2.6247 0.1857 0.9915
0.4062 0.1094 -1.3963

Results of the natural (NBO) charge analysis, in e, for atoms 1 through 5: atom 1 (N): -0.34, atom 2 (C): 0.30, atom 3 (C): -0.22, atom 4 (C): -0.18, atom 5 (C): -0.15